# 1
This record from the OMol25 dataset describes C35H26BiN10O7S as an isolated structure at a distorted geometry. The level of theory is ωB97M-V/def2-TZVPD.

Results
2S+1: 1
Charge: -1

Cartesian coordinates (Å):
Bi: -0.06361 -0.64612 -1.19889
O: 3.76291 -1.52409 -3.13480
C: 2.56883 -1.39084 -2.95505
N: 1.80822 -1.86004 -1.93824
C: 2.18212 -2.86047 -1.10545
O: 3.28857 -3.31102 -0.89810
C: 0.95433 -3.54055 -0.54316
C: 1.07686 -4.70717 0.20187
C: -0.06963 -5.39969 0.54535
C: -1.29650 -4.92888 0.10397
C: -1.32769 -3.73976 -0.60645
N: -0.22997 -3.07185 -0.91156
C: 1.70993 -0.72590 -4.00511
C: 2.31678 -0.14789 -5.11636
C: 1.51363 0.35193 -6.12651
C: 0.13585 0.25483 -5.99495
C: -0.37538 -0.31353 -4.83696
N: 0.38933 -0.79745 -3.87637
H: 2.06237 -5.04128 0.48692
H: -0.00768 -6.30690 1.12909
H: -2.20985 -5.46064 0.32028
H: -2.25671 -3.31815 -0.95943
H: 3.39509 -0.11543 -5.15907
H: 1.95011 0.79754 -7.00907
H: -0.52475 0.61170 -6.77041
H: -1.44181 -0.39846 -4.67204
N: -1.42934 3.10763 5.16046
C: -1.49435 1.92954 4.43216
C: -0.32772 1.22019 4.13801
C: -0.39779 0.03428 3.43407
C: -1.62434 -0.45365 3.03246
C: -2.79095 0.20990 3.35634
C: -2.73049 1.39807 4.05634
S: -1.65922 -1.85719 1.94130
O: -2.85857 -2.63139 2.16069
O: -0.41987 -2.57523 2.07545
N: -1.69417 -1.21908 0.44069
C: -2.76794 -0.63666 -0.07645
N: -3.81801 -0.26680 0.66233
C: -4.81807 0.32194 0.03925
C: -4.82814 0.56836 -1.32601
C: -3.69273 0.16320 -2.01118
N: -2.68980 -0.44204 -1.41423
H: -0.53806 3.57762 5.14032
H: -2.22037 3.72410 5.06120
H: 0.62963 1.61943 4.44288
H: 0.48417 -0.52780 3.18124
H: -3.72332 -0.21482 3.03022
H: -3.63625 1.93554 4.30292
H: -5.64780 0.61222 0.67424
H: -5.64822 1.04828 -1.82841
H: -3.58699 0.32160 -3.07627
C: 5.69194 -0.99367 2.99109
O: 5.21440 0.32459 3.13259
C: 4.04284 0.66318 2.53229
C: 3.59868 1.97685 2.77802
C: 2.42995 2.40738 2.21845
C: 1.60262 1.58378 1.42321
C: 0.30532 2.02142 0.96521
C: -0.17460 3.43823 1.22484
O: -0.49264 1.30447 0.35244
C: 2.05802 0.25251 1.15781
O: 1.44699 -0.64712 0.45735
C: 3.29178 -0.15635 1.72597
H: 6.56281 -1.05908 3.64386
H: 5.99472 -1.20669 1.96235
H: 4.94212 -1.72322 3.30855
H: 4.20128 2.61279 3.40925
H: 2.13931 3.42689 2.41442
H: 0.33070 3.95660 2.03031
H: -1.24200 3.39251 1.42945
H: -0.03568 3.98888 0.29441
H: 3.59955 -1.15929 1.47952
N: -0.07056 1.62304 -2.45597
C: -0.76235 2.32925 -3.07025
C: -1.55094 3.16181 -3.81806
C: -1.01606 4.30344 -4.40528
N: -0.58777 5.25322 -4.90348
C: -2.89422 2.88318 -4.03410
N: -4.00881 2.66430 -4.24376



# 2
This record from the OMol25 dataset describes a 3-piece molecular cluster, C4H13NO2 overall at a distorted geometry. The level of theory is ωB97M-V/def2-TZVPD.

Results
2S+1: 1
SMILES string: C=CCCN.O.O

Cartesian coordinates (Å):
C: 1.01839 0.21477 1.00103
C: -0.15867 0.12349 0.30678
C: -1.52222 0.86614 0.37515
C: -1.72081 2.05083 -0.71299
N: -0.42555 2.29874 -1.23219
H: 1.20508 1.08959 1.68528
H: 1.90926 -0.30483 0.68993
H: -0.17679 -0.70479 -0.36514
H: -2.32532 0.10165 0.30743
H: -1.52636 1.38520 1.33016
H: -2.21211 2.80191 -0.44024
H: -2.17032 1.44645 -1.57865
H: 0.19529 2.44434 -0.36227
H: -0.30614 3.31228 -1.84463
O: 2.45166 -2.65721 -0.76100
H: 1.97995 -2.48787 -1.53953
H: 2.03095 -3.42679 -0.48289
O: 0.78186 -3.19635 1.15078
H: 1.03074 -2.34533 0.82233
H: -0.05891 -3.01223 1.65066



# 3
This record from the OMol25 dataset describes a 2-piece molecular cluster, C2H6OS overall at a distorted geometry. The level of theory is ωB97M-V/def2-TZVPD.

Results
2S+1: 2
Charge: -1

Cartesian coordinates (Å):
S: 2.55704 0.54010 0.29200
H: 2.81830 0.19913 1.44844
H: 3.12528 1.71537 0.11084
C: -1.68319 -1.06210 -0.43527
C: -1.29235 0.25004 -0.57462
O: -0.49202 0.73151 0.46995
H: -1.70798 -1.62044 -1.32967
H: -1.67344 -1.51464 0.54329
H: -1.54622 0.76809 -1.51586
H: -0.10542 -0.00707 0.99090



# 4
This record from the OMol25 dataset describes C3H14N3OOs as an isolated structure at a distorted geometry. The level of theory is ωB97M-V/def2-TZVPD.

Results
2S+1: 5
Charge: +1

Cartesian coordinates (Å):
C: -2.03253 -0.49732 -1.74930
Os: 1.32926 -0.42750 0.27242
N: 1.39167 0.80372 -1.43572
H: -0.01350 -1.00918 1.05648
H: -2.96228 0.03633 -1.92541
H: -2.39931 -1.50386 -1.49722
H: -1.07099 -0.19898 -1.03964
H: -1.55134 -0.58995 -2.74697
H: 2.37958 0.79242 -1.66634
H: 1.09527 1.77985 -1.27217
H: 0.85565 0.59476 -2.30801
C: 3.56202 1.79830 3.46055
N: 2.09010 1.81080 3.43639
C: 1.36901 1.11443 2.51038
N: 0.03939 1.44607 2.34350
O: 1.97670 0.25588 1.79473
H: 3.94723 1.34976 2.54218
H: 3.92793 1.17522 4.28116
H: 3.92382 2.82736 3.48648
H: 1.60186 2.42462 4.11932
H: -0.45599 0.93560 1.58138
H: -0.54693 1.99816 3.03562



# 5
This record from the OMol25 dataset describes C45H37AsCl2IrO8P2SSi as an isolated structure at a distorted geometry. The level of theory is ωB97M-V/def2-TZVPD.

Results
2S+1: 2

Cartesian coordinates (Å):
Ir: -0.15047 -0.53218 0.06806
C: -0.20104 -1.81328 -3.26271
Si: -0.88454 -0.43758 -2.19845
C: -2.74821 -0.57675 -2.33378
C: -3.48808 -0.63193 -3.52003
C: -4.87105 -0.63366 -3.47895
C: -5.54264 -0.57628 -2.25795
C: -4.82860 -0.54499 -1.07579
C: -3.43448 -0.55608 -1.12991
P: -2.42179 -0.69299 0.35812
C: -3.19725 0.53801 1.44226
C: -3.03614 1.87681 1.08973
C: -3.66394 2.87046 1.82213
C: -4.47276 2.53641 2.89624
C: -4.66111 1.20336 3.23360
C: -4.02922 0.20270 2.50975
C: -2.83651 -2.33010 1.00804
C: -3.34869 -3.31256 0.16375
C: -3.61967 -4.57971 0.65958
C: -3.38777 -4.86573 1.99645
C: -2.86073 -3.89489 2.83620
C: -2.56825 -2.63575 2.34233
C: -0.45542 1.25015 -2.89247
C: -1.19704 2.00034 -3.80180
C: -0.69342 3.19928 -4.28600
C: 0.55326 3.65505 -3.87559
C: 1.29539 2.92780 -2.95759
C: 0.77809 1.73549 -2.46301
P: 1.56465 0.66666 -1.22694
C: 2.64908 1.79791 -0.31485
C: 2.19313 3.06532 0.05335
C: 3.03835 3.93914 0.71545
C: 4.33754 3.55489 1.02135
C: 4.79186 2.29859 0.65456
C: 3.95276 1.42005 -0.01641
C: 2.68050 -0.41413 -2.17391
C: 3.19281 -1.56691 -1.58032
C: 4.00432 -2.41910 -2.31385
C: 4.30541 -2.13386 -3.63772
C: 3.79747 -0.98662 -4.23141
C: 2.98640 -0.12919 -3.50415
H: -0.43942 -1.58233 -4.30598
H: -0.69801 -2.74438 -2.98892
H: 0.87168 -1.96667 -3.17784
H: -2.98361 -0.67470 -4.47894
H: -5.43832 -0.67576 -4.40017
H: -6.62455 -0.56590 -2.23688
H: -5.34242 -0.51815 -0.12215
H: -2.38959 2.14633 0.26456
H: -3.49392 3.90738 1.56806
H: -4.95385 3.31429 3.47464
H: -5.30239 0.93696 4.06397
H: -4.19598 -0.83071 2.77624
H: -3.54047 -3.09483 -0.87926
H: -4.01418 -5.34115 -0.00048
H: -3.59783 -5.85563 2.38036
H: -2.64062 -4.12743 3.86938
H: -2.09053 -1.90300 2.97953
H: -2.17406 1.66257 -4.12511
H: -1.27745 3.78658 -4.98331
H: 0.94051 4.58992 -4.25955
H: 2.25644 3.29392 -2.61928
H: 1.17633 3.36071 -0.16458
H: 2.67268 4.91420 1.01071
H: 4.99192 4.23384 1.55322
H: 5.79831 1.98747 0.90216
H: 4.31248 0.43437 -0.27611
H: 2.96273 -1.80263 -0.54887
H: 4.39271 -3.31304 -1.84400
H: 4.93342 -2.80631 -4.20788
H: 4.02739 -0.75900 -5.26427
H: 2.58425 0.75356 -3.98263
O: -0.59855 0.25465 3.06865
As: 0.11232 1.72406 2.38000
O: -0.64761 3.06908 2.88471
O: -0.11034 1.43013 0.70667
C: 1.91444 1.71835 3.08836
C: 2.16804 2.87236 3.82933
C: 3.36559 3.02794 4.50839
C: 4.32143 2.02589 4.45704
C: 4.07593 0.87464 3.72754
C: 2.87611 0.71452 3.04480
S: 2.65663 -0.88022 2.27418
O: 3.95545 -1.28300 1.79265
O: 2.01893 -1.70322 3.25348
O: 1.78785 -0.55726 1.07907
H: -1.23796 0.53966 3.73646
H: 1.40551 3.64010 3.86305
H: 3.54494 3.92989 5.07922
H: 5.25946 2.13539 4.98623
H: 4.81243 0.08439 3.67090
Cl: 2.48917 -4.63463 0.07469
C: 0.71075 -4.66752 0.11756
Cl: 0.12160 -5.91393 1.21372
C: 0.23713 -3.27402 0.53813
O: 0.14173 -2.47896 -0.49003
O: 0.00693 -2.97596 1.68303
H: 0.36621 -4.90695 -0.88182



# 6
This record from the OMol25 dataset describes C10H15NO3S as an isolated structure at a distorted geometry. The level of theory is ωB97M-V/def2-TZVPD.

Results
2S+1: 1

Cartesian coordinates (Å):
C: 1.03935 -2.61819 -0.23651
C: 2.08072 -0.31610 -0.66722
C: 1.17421 -3.56303 0.63490
C: 0.25874 -1.96655 -1.29162
C: 0.82248 -0.54622 -1.43234
C: -1.17747 -0.63803 -0.20668
C: -2.58985 -0.24192 -0.65299
C: -1.04658 -0.69032 1.40133
C: 1.38951 2.27676 1.15131
C: 1.83004 2.35221 -0.29162
N: 2.42727 -1.26122 0.13708
O: 3.19227 -1.53081 1.00476
O: -1.05581 -1.83497 -0.85069
O: -0.22504 0.24140 -0.73462
S: 3.09254 1.09791 -0.86213
H: 1.81877 -3.26286 1.47377
H: 0.36321 -4.20811 0.91533
H: 0.43486 -2.48357 -2.23698
H: 0.93514 -0.18706 -2.45736
H: -3.01706 0.62298 -0.20803
H: -3.32540 -0.99570 -0.38224
H: -2.58156 -0.08473 -1.75901
H: -1.24153 0.27952 1.78515
H: -0.10094 -1.09430 1.65422
H: -1.77397 -1.37687 1.86417
H: 0.65648 1.34482 1.10912
H: 2.27452 2.15138 1.68254
H: 0.72754 3.04286 1.24090
H: 2.26135 3.26598 -0.51985
H: 0.97665 2.18417 -0.92387



Which DFT total energy belongs to each record? In order, -3036.5351, -365.3246, -553.1001, -452.4539, -6969.9413, -1068.5010 a.u..
Which energy relative to the best compared isomer or geometry (same formula, charge and spin) belongs to each record? In order, 32.2, 74.0, 48.2, 18.6, 0.0, 124.3 kcal per mole.